Below is 2 unconnected molecules or ions with the total composition C2H8, with properties calculated with ωB97M-V/def2-TZVPD.

Energy relative to the best compared isomer or geometry (same formula, charge and spin), kcal/mol: 3.2
Molar mass, g/mol: 32.1
Net charge: 0
Frontier orbital gap, eV: 14.18
E_LUMO, eV: 1.33

Element x y z (Å)
C  -2.51  -4.73  2.30
H  -3.45  -4.25  2.02
H  -2.71  -5.62  2.88
H  -2.12  -3.95  2.96
H  -1.82  -4.86  1.49
C  2.51  4.72  -2.32
H  2.81  5.75  -2.47
H  1.61  4.62  -2.92
H  2.28  4.55  -1.27
H  3.33  4.04  -2.55

Löwdin population analysis, charges in e, atoms 1 to 2: atom 1 (C): -0.052, atom 2 (H): 0.013


Below is a molecular structure, C2H8AgBrN4O2, with properties calculated with ωB97M-V/def2-TZVPD.

Energy relative to the best compared isomer or geometry (same formula, charge and spin), kcal/mol: 63.6
Molar mass, g/mol: 307.9
Net charge: 0
Frontier orbital gap, eV: 7.28
E_LUMO, eV: -1.96

Element x y z (Å)
Ag  -0.31  -1.12  2.94
Br  -0.69  0.36  1.35
C  -1.01  -2.91  -0.22
O  -1.29  -3.87  -0.81
N  0.20  -2.36  -0.33
N  -1.84  -2.13  0.45
H  0.74  -2.72  -1.10
H  0.48  -1.40  -0.27
H  -2.83  -2.30  0.53
H  -1.49  -1.19  0.53
C  1.06  2.59  -0.90
O  1.51  3.09  -1.96
N  0.72  3.30  0.11
N  1.16  1.40  -0.51
H  0.38  3.02  1.02
H  0.89  4.29  0.00
H  1.55  0.78  -1.21
H  0.76  1.16  0.38

Löwdin population analysis, charges in e, atoms 1 to 2: atom 1 (Ag): 0.500, atom 2 (Br): 0.355


Below is 2 unconnected molecules or ions with the total composition C2H8Br2OSi2, with properties calculated with ωB97M-V/def2-TZVPD.

Energy relative to the best compared isomer or geometry (same formula, charge and spin), kcal/mol: 54.2
Molar mass, g/mol: 264.1
Net charge: 0
Frontier orbital gap, eV: 10.46
E_LUMO, eV: 0.22

Element x y z (Å)
C  0.56  2.90  -0.69
Si  -1.10  2.04  -0.99
Br  -1.86  1.04  0.99
Br  -1.11  0.56  -2.58
H  1.11  1.98  -0.35
H  1.17  3.30  -1.50
H  0.71  3.55  0.11
H  -1.95  3.20  -1.40
C  -0.96  -2.55  -0.23
Si  0.27  -1.38  0.64
O  1.04  -0.30  -0.06
H  -0.82  -2.38  -1.34
H  -0.86  -3.60  0.18
H  -1.96  -2.23  -0.16
H  0.11  -2.01  2.05

Löwdin population analysis, charges in e, atoms 1 to 2: atom 1 (C): -0.275, atom 2 (Si): -0.165